{
  "formula": "C50H43Cl5GeN3O3Rh",
  "method": "the ωB97M-V functional and the def2-TZVPD basis",
  "symbols": ["Rh", "C", "C", "C", "C", "C", "C", "C", "C", "N", "C", "O", "C", "C", "C", "C", "C", "N", "C", "O", "N", "C", "C", "C", "C", "C", "C", "C", "C", "H", "H", "H", "H", "H", "H", "H", "H", "H", "H", "H", "H", "H", "H", "H", "H", "H", "H", "H", "H", "H", "C", "C", "C", "C", "C", "C", "Ge", "C", "C", "C", "C", "C", "C", "C", "C", "C", "C", "C", "C", "H", "H", "H", "H", "H", "H", "H", "H", "H", "H", "H", "H", "H", "H", "H", "C", "C", "C", "O", "H", "H", "H", "H", "H", "H", "H", "Cl", "C", "C", "C", "Cl", "C", "Cl", "C", "Cl", "C", "Cl"],
  "xyz": [[-0.638, 1.354, -1.078], [2.953, 0.990, 1.147], [3.366, 1.797, -0.041], [4.561, 2.520, 0.136], [5.209, 3.119, -0.916], [4.607, 3.020, -2.187], [3.385, 2.395, -2.391], [2.829, 2.322, -3.789], [2.764, 1.738, -1.297], [1.581, 1.031, -1.559], [1.711, -0.103, -2.325], [2.764, -0.611, -2.778], [0.423, -0.797, -2.632], [0.375, -1.996, -3.369], [-0.781, -2.791, -3.287], [-1.896, -2.331, -2.549], [-1.818, -1.088, -1.927], [-0.694, -0.348, -2.036], [-2.849, -0.511, -1.002], [-3.954, -1.075, -0.844], [-2.491, 0.674, -0.410], [-3.266, 1.168, 0.665], [-3.516, 0.285, 1.780], [-3.045, -1.126, 1.938], [-4.372, 0.759, 2.825], [-4.890, 2.051, 2.807], [-4.539, 2.926, 1.771], [-3.795, 2.478, 0.671], [-3.750, 3.278, -0.582], [2.863, 1.591, 2.057], [3.725, 0.224, 1.400], [1.978, 0.494, 0.976], [4.912, 2.624, 1.146], [6.165, 3.628, -0.789], [5.136, 3.421, -3.071], [3.246, 3.112, -4.425], [1.741, 2.486, -3.815], [3.084, 1.340, -4.253], [1.260, -2.313, -3.920], [-0.778, -3.785, -3.728], [-2.779, -2.947, -2.418], [-2.138, -1.329, 1.349], [-3.822, -1.816, 1.606], [-2.812, -1.295, 3.025], [-4.529, 0.098, 3.680], [-5.484, 2.404, 3.624], [-4.824, 3.956, 1.800], [-4.599, 3.927, -0.743], [-3.736, 2.575, -1.450], [-2.855, 3.916, -0.717], [-3.077, -5.340, 1.539], [-2.379, -4.896, 2.656], [-1.172, -4.207, 2.503], [-0.667, -3.915, 1.205], [-1.273, -4.557, 0.095], [-2.486, -5.243, 0.274], [0.624, -2.498, 0.857], [2.203, -3.482, 0.164], [3.324, -2.731, -0.277], [4.227, -3.301, -1.207], [4.029, -4.601, -1.678], [3.013, -5.386, -1.093], [2.121, -4.842, -0.171], [1.158, -1.906, 2.666], [2.445, -2.233, 3.150], [2.926, -1.791, 4.395], [2.113, -0.979, 5.192], [0.855, -0.571, 4.711], [0.409, -0.996, 3.465], [-4.026, -5.827, 1.681], [-2.739, -5.059, 3.660], [-0.588, -3.881, 3.350], [-0.853, -4.453, -0.904], [-2.949, -5.701, -0.591], [3.448, -1.713, 0.026], [5.012, -2.661, -1.601], [4.676, -5.015, -2.450], [2.918, -6.437, -1.367], [1.387, -5.488, 0.300], [3.051, -2.878, 2.521], [3.894, -2.158, 4.752], [2.424, -0.695, 6.185], [0.208, -0.004, 5.344], [-0.495, -0.563, 3.088], [-0.842, 2.549, 2.787], [-0.321, 2.871, 1.362], [0.918, 3.756, 1.527], [0.010, 1.634, 0.734], [-1.047, 3.511, 3.343], [-0.076, 2.033, 3.367], [-1.771, 1.947, 2.833], [-1.052, 3.456, 0.814], [1.433, 3.584, 2.479], [0.558, 4.803, 1.565], [1.659, 3.702, 0.723], [-3.088, 0.540, -3.894], [-2.240, 2.039, -3.677], [-1.247, 2.329, -2.747], [-0.648, 3.581, -2.759], [0.600, 3.920, -1.589], [-1.042, 4.584, -3.622], [-0.263, 6.117, -3.520], [-2.054, 4.304, -4.529], [-2.534, 5.481, -5.639], [-2.683, 3.042, -4.515], [-4.016, 2.782, -5.561]],
  "forces_ev_per_angstrom": [[1.49, 1.36, 1.89], [-0.66, -1.00, 0.33], [0.72, 0.02, 0.12], [-0.61, 0.20, -0.30], [-0.28, -0.06, -0.73], [0.55, 0.34, -0.26], [0.63, -0.01, 0.22], [-0.06, -0.13, -0.40], [0.42, 0.02, -0.55], [-0.01, -2.28, -1.01], [1.62, 1.60, 0.24], [-1.13, 0.38, 0.44], [-1.18, -1.13, -0.38], [-0.29, 0.01, 0.39], [0.01, 1.03, 0.45], [0.53, -0.20, -0.07], [1.03, -0.31, -0.32], [0.48, -3.91, -0.63], [-2.31, 0.70, 1.07], [1.60, 0.15, -0.47], [-1.13, -1.12, -0.11], [-0.52, -1.51, 0.88], [-1.34, 1.73, 0.48], [0.71, 0.08, 0.47], [1.05, -0.03, -1.09], [0.95, 0.13, -0.47], [0.34, -1.23, 0.02], [-0.34, -0.67, 0.38], [0.89, -0.13, -1.52], [-0.12, 0.10, -0.17], [-0.46, 0.37, -0.35], [0.60, 0.24, 0.20], [0.39, -0.13, 0.27], [-0.28, -0.07, -0.03], [-0.36, -0.08, 0.56], [0.15, -0.13, 0.21], [0.24, -0.38, 0.10], [-0.39, 0.61, 0.35], [-0.18, 0.05, 0.35], [-0.14, 0.24, -0.07], [0.08, 0.19, 0.05], [-0.23, 0.00, 0.18], [0.11, -0.09, 0.01], [-0.20, -0.06, -1.00], [-0.19, 0.17, -0.24], [-0.27, 0.15, 0.35], [-0.46, 0.44, -0.06], [-0.38, 0.15, 0.35], [0.00, 0.51, 0.61], [-0.14, -0.28, 0.23], [0.63, -0.13, -0.19], [0.80, 0.36, -0.15], [-0.02, 0.17, -1.36], [-1.06, -0.79, -0.18], [-0.77, 0.33, 1.06], [0.52, 0.13, 0.11], [1.09, -1.03, 1.26], [0.52, 0.89, -0.50], [-0.36, -1.75, -0.95], [-0.69, 0.26, 0.44], [-0.33, 0.11, 0.76], [0.44, 0.12, -0.16], [0.43, 0.20, -0.31], [0.56, 1.62, 0.92], [-0.50, -0.07, -0.04], [-0.56, -0.20, -0.20], [-0.36, -0.34, -0.64], [0.90, -0.97, -0.20], [0.80, -0.51, -0.34], [-0.20, -0.11, -0.14], [-0.25, -0.09, 0.06], [-0.21, 0.23, 0.25], [-0.09, 0.05, 0.20], [-0.18, 0.03, 0.03], [-0.01, 0.51, 0.00], [-0.03, -0.20, -0.01], [-0.14, 0.06, 0.20], [0.03, 0.21, 0.02], [-0.18, 0.17, -0.24], [0.15, 0.03, 0.22], [-0.31, 0.31, -0.14], [0.12, 0.12, 0.09], [-0.24, 0.54, 0.18], [-0.57, -0.05, -0.18], [-0.80, 0.98, 0.39], [1.08, -1.23, 1.41], [-0.01, 1.08, 0.16], [-0.41, 1.10, 1.05], [0.13, -0.78, -0.55], [0.16, -0.10, -0.19], [0.50, 0.34, -0.34], [-0.48, -0.18, -0.37], [-0.03, -0.22, -0.15], [0.27, -0.28, 0.01], [-0.29, -0.24, 0.15], [0.23, -0.15, 0.40], [0.05, 0.80, -0.04], [-0.36, 0.88, -0.99], [-0.38, -0.24, -0.07], [-0.30, 0.57, -0.29], [0.25, 0.04, -0.07], [-0.20, 0.20, -0.38], [-0.08, -0.70, 0.54], [-0.29, 0.74, -0.60], [0.37, 0.99, -0.44], [-0.27, 0.15, -0.43]],
  "spin_multiplicity": 6,
  "charge": -1,
  "orbital_gap_ev": [6.2, 5.8],
  "de_lowest_kcal_mol": 0.0
}